{
  "formula": "C60H105N15",
  "method": "the ωB97M-V functional and the def2-TZVPD basis",
  "e_tot_ev": -86271.84006,
  "lumo_energy_ha": 0.005,
  "largest_force_ev_per_a": 7.12,
  "homo_ev": -10.58,
  "de_lowest_kcal_mol": 56.02,
  "elements": ["C", "C", "C", "C", "N", "H", "H", "H", "H", "H", "H", "H", "C", "C", "C", "C", "N", "H", "H", "H", "H", "H", "H", "H", "C", "C", "C", "C", "N", "H", "H", "H", "H", "H", "H", "H", "C", "C", "C", "C", "N", "H", "H", "H", "H", "H", "H", "H", "C", "C", "C", "C", "N", "H", "H", "H", "H", "H", "H", "H", "C", "C", "C", "C", "N", "H", "H", "H", "H", "H", "H", "H", "C", "C", "C", "C", "N", "H", "H", "H", "H", "H", "H", "H", "C", "C", "C", "C", "N", "H", "H", "H", "H", "H", "H", "H", "C", "C", "C", "C", "N", "H", "H", "H", "H", "H", "H", "H", "C", "C", "C", "C", "N", "H", "H", "H", "H", "H", "H", "H", "C", "C", "C", "C", "N", "H", "H", "H", "H", "H", "H", "H", "C", "C", "C", "C", "N", "H", "H", "H", "H", "H", "H", "H", "C", "C", "C", "C", "N", "H", "H", "H", "H", "H", "H", "H", "C", "C", "C", "C", "N", "H", "H", "H", "H", "H", "H", "H", "C", "C", "C", "C", "N", "H", "H", "H", "H", "H", "H", "H"],
  "coordinates": [[-3.9192, -1.8855, 6.2803], [-3.0694, -1.1783, 5.2665], [-1.7451, -1.8717, 5.0161], [-1.9291, -3.2058, 4.5095], [-2.0626, -4.2452, 4.1142], [-3.9418, -2.9612, 6.1104], [-4.9253, -1.4675, 6.2711], [-3.5393, -1.7207, 7.2947], [-2.8994, -0.1579, 5.6035], [-3.6396, -1.1295, 4.3344], [-1.1387, -1.8503, 5.9195], [-1.2016, -1.3104, 4.2462], [0.5260, 1.2113, 3.8069], [1.9002, 0.7317, 3.4400], [2.4186, 1.2808, 2.1056], [2.8142, 2.6559, 2.1436], [3.1673, 3.6974, 2.1883], [0.1092, 0.6136, 4.6179], [-0.1367, 1.1233, 2.9422], [0.5227, 2.2609, 4.0994], [1.9008, -0.3600, 3.3800], [2.6057, 1.0088, 4.2287], [1.7305, 1.1354, 1.2692], [3.3112, 0.7064, 1.8214], [4.1013, -0.8078, -5.2304], [3.5918, -0.2992, -3.9019], [3.0522, -1.3779, -2.9810], [4.0046, -2.4084, -2.6227], [4.7250, -3.2500, -2.3870], [4.3385, 0.0108, -5.9029], [3.4636, -1.5514, -5.7144], [5.0649, -1.3214, -5.0608], [2.7431, 0.3567, -4.1238], [4.3631, 0.2769, -3.3984], [2.2184, -1.9082, -3.4569], [2.6746, -0.9058, -2.0783], [-4.2658, 3.3786, 1.1103], [-4.1081, 1.9467, 1.5795], [-2.9738, 1.7824, 2.5526], [-3.0438, 2.6570, 3.7144], [-3.0868, 3.3392, 4.6240], [-4.9916, 3.4736, 0.3088], [-3.3126, 3.7900, 0.7398], [-4.5391, 4.0191, 1.9542], [-4.0322, 1.2378, 0.7568], [-5.0446, 1.7002, 2.1040], [-2.0064, 1.8659, 2.0576], [-2.9681, 0.7586, 2.9595], [-1.7921, 6.2335, 3.8036], [-0.3537, 6.3219, 4.1789], [0.5394, 5.9081, 3.0353], [0.0151, 4.7599, 2.3278], [-0.3656, 3.8196, 1.7588], [-2.1556, 5.1995, 3.8315], [-1.9195, 6.5171, 2.7457], [-2.4354, 6.8516, 4.4174], [-0.1691, 5.6511, 5.0192], [-0.1355, 7.3428, 4.4699], [1.5455, 5.5957, 3.3337], [0.6367, 6.7091, 2.2995], [-1.7787, -7.4727, -0.4705], [-1.0751, -7.3595, 0.8970], [-0.8372, -5.9363, 1.3234], [-0.0995, -5.1662, 0.3544], [0.4381, -4.4959, -0.3338], [-2.4649, -6.6375, -0.6542], [-2.3152, -8.4156, -0.5844], [-1.0552, -7.4700, -1.2945], [-0.0935, -7.8441, 0.7967], [-1.5801, -7.9176, 1.6799], [-0.2424, -5.9339, 2.2392], [-1.7832, -5.4420, 1.5308], [-1.2216, -5.5496, -5.5469], [-1.7038, -5.3389, -4.1310], [-0.9198, -4.3070, -3.3645], [-0.9332, -2.9992, -3.9715], [-0.9382, -1.9515, -4.4434], [-0.2078, -5.9564, -5.5284], [-1.1628, -4.5876, -6.0572], [-1.8724, -6.2361, -6.0716], [-1.6744, -6.2677, -3.5526], [-2.7581, -5.0407, -4.1139], [0.1188, -4.5809, -3.1669], [-1.3755, -4.1824, -2.3759], [-4.2813, 1.0494, -4.5745], [-3.4700, 2.1105, -5.1922], [-4.2482, 2.8186, -6.2086], [-3.5101, 3.9258, -6.8336], [-2.9488, 4.7884, -7.3189], [-4.7608, 0.4191, -5.3201], [-5.0539, 1.4746, -3.9283], [-3.6447, 0.4412, -3.9313], [-2.5936, 1.6786, -5.6662], [-3.1308, 2.8136, -4.4374], [-5.1740, 3.2228, -5.7943], [-4.4958, 2.1173, -7.0127], [1.3285, 5.6214, -1.8936], [1.4657, 6.3746, -0.6079], [0.1344, 6.9400, -0.1205], [0.2648, 7.9064, 0.9902], [0.3740, 8.6612, 1.8245], [0.8598, 6.2152, -2.6785], [0.7225, 4.7250, -1.7301], [2.2942, 5.3001, -2.2710], [2.1850, 7.2060, -0.7234], [1.9685, 5.7775, 0.1654], [-0.5348, 6.1136, 0.1534], [-0.3693, 7.5059, -0.9234], [2.6129, -1.7903, 0.5684], [3.8088, -2.5331, 1.1085], [4.7222, -1.6967, 1.9842], [5.1429, -0.4964, 1.2909], [5.4751, 0.4519, 0.7438], [2.1365, -2.3733, -0.2185], [2.8138, -0.7817, 0.1993], [1.8961, -1.6855, 1.3972], [4.4385, -2.9649, 0.3228], [3.4843, -3.4127, 1.6762], [5.5831, -2.2582, 2.3344], [4.1933, -1.3537, 2.8850], [0.1455, 1.7195, -5.1938], [0.3339, 0.5975, -6.1372], [1.0626, 0.9964, -7.4051], [2.2572, 1.7541, -7.1774], [3.2197, 2.3396, -7.0220], [1.0808, 2.0784, -4.7662], [-0.4865, 1.4510, -4.3432], [-0.3370, 2.5649, -5.6975], [-0.6295, 0.1705, -6.4087], [0.8727, -0.1956, -5.6133], [0.3947, 1.5889, -8.0320], [1.3529, 0.1119, -7.9720], [-0.6767, 1.4007, -0.5377], [-0.0460, 0.1555, -1.0269], [-0.7330, -1.0924, -0.6106], [-0.9643, -1.1093, 0.8287], [-1.1753, -1.1326, 1.9553], [-1.6736, 1.5997, -0.9459], [-0.0425, 2.2489, -0.8138], [-0.7215, 1.4483, 0.5510], [0.9850, 0.1361, -0.6445], [0.1340, 0.1826, -2.1062], [-0.1846, -2.0102, -0.8459], [-1.7308, -1.2028, -1.0650], [1.5149, -3.1129, 3.9611], [2.0065, -4.5681, 4.1417], [3.0528, -4.6691, 5.2109], [4.0137, -3.5793, 5.1572], [4.7517, -2.7436, 5.1190], [2.3116, -2.4249, 3.6659], [1.0278, -2.7956, 4.8905], [0.7857, -2.9986, 3.1494], [2.3920, -4.9473, 3.1880], [1.1449, -5.1760, 4.4243], [3.5865, -5.6176, 5.1390], [2.5694, -4.6696, 6.1920], [-5.9920, -3.1602, 2.6629], [-4.9509, -4.0415, 2.0122], [-3.8349, -3.2417, 1.3718], [-4.1931, -2.2265, 0.3762], [-4.3429, -1.4100, -0.3511], [-6.4975, -2.5830, 1.8809], [-5.5763, -2.4285, 3.3583], [-6.7443, -3.7653, 3.1632], [-5.4573, -4.5758, 1.2039], [-4.4720, -4.7413, 2.6914], [-3.1844, -3.9152, 0.7746], [-3.1172, -2.7777, 2.0580], [6.5722, 2.9256, -0.4755], [5.7304, 4.0845, -0.1696], [4.5293, 4.1717, -1.0854], [3.6729, 2.9800, -1.0307], [3.0128, 2.0579, -0.9734], [6.7972, 2.8876, -1.5438], [6.0829, 1.9850, -0.1929], [7.5019, 2.9345, 0.0938], [6.3178, 5.0031, -0.2506], [5.3957, 4.0876, 0.8726], [4.8865, 4.2781, -2.1152], [3.8778, 4.9941, -0.7945]],
  "forces_ev_per_angstrom": [[-0.2, 0.0, 0.9], [-0.5, 0.1, -0.2], [0.4, 1.2, -0.3], [0.7, 3.0, 1.4], [-0.5, -3.7, -1.5], [-0.2, 0.0, -0.1], [-0.1, -0.2, 0.0], [0.1, -0.1, -0.1], [0.2, 0.1, -0.2], [0.2, 0.1, -0.1], [0.1, -0.3, 0.1], [0.0, -0.2, 0.1], [-0.6, 0.2, -0.2], [0.4, 0.0, 0.0], [0.2, -1.3, -0.1], [-2.0, -5.7, -0.2], [2.1, 6.8, 0.3], [0.0, 0.1, 0.1], [0.0, 0.0, 0.1], [0.0, 0.0, 0.1], [0.0, 0.1, -0.1], [0.1, -0.1, 0.0], [-0.2, 0.1, 0.2], [-0.3, 0.4, 0.1], [1.4, -0.7, 0.2], [-0.6, 0.2, -0.6], [-0.5, 0.0, -0.1], [-0.9, 1.2, -0.4], [1.4, -1.5, 0.5], [-0.3, 0.1, -0.2], [-0.3, 0.3, 0.0], [-0.3, 0.0, -0.1], [0.1, 0.2, 0.3], [0.0, 0.1, 0.1], [-0.1, 0.2, 0.0], [0.0, 0.0, 0.2], [0.8, 0.5, -0.2], [-1.3, 0.3, 0.2], [0.5, -1.3, 0.3], [0.2, -0.6, -1.2], [-0.2, 0.6, 1.3], [-0.2, 0.0, 0.0], [-0.2, -0.2, 0.0], [-0.2, 0.0, -0.2], [0.3, 0.0, 0.0], [0.2, -0.2, -0.1], [0.0, 0.5, 0.1], [-0.1, 0.1, -0.1], [-1.1, -0.5, -1.1], [0.2, -0.1, 0.6], [0.8, -0.5, -0.3], [-0.6, -1.9, -1.0], [0.4, 1.3, 0.7], [0.1, 0.4, 0.2], [-0.1, 0.3, 0.3], [-0.1, 0.1, 0.1], [0.1, 0.2, 0.2], [0.4, 0.1, 0.1], [0.0, 0.3, 0.1], [0.2, -0.7, 0.9], [0.1, -0.1, -0.1], [0.5, -0.9, -1.0], [-0.1, -0.3, 0.8], [-3.3, -3.5, 4.0], [3.5, 4.1, -4.5], [-0.1, -0.2, 0.1], [-0.1, 0.1, 0.2], [0.0, 0.2, 0.2], [-0.2, 0.0, 0.1], [-0.3, 0.2, 0.1], [-0.2, 0.2, 0.1], [0.0, 0.2, 0.1], [0.5, 0.1, 0.3], [-0.7, -0.5, 0.1], [0.1, 0.0, 1.1], [0.1, 0.7, -0.4], [0.0, 0.0, 0.0], [0.0, -0.1, -0.1], [-0.2, -0.1, -0.2], [-0.1, 0.0, -0.3], [0.1, 0.0, -0.1], [0.1, 0.0, -0.2], [0.0, -0.1, -0.1], [0.1, 0.0, 0.0], [-0.5, -0.9, 1.2], [1.3, 0.1, 0.5], [-0.7, 1.1, -1.7], [-0.8, -0.9, 0.6], [0.7, 1.0, -0.5], [0.0, -0.2, 0.0], [-0.1, -0.1, -0.1], [-0.2, -0.2, 0.0], [0.3, 0.0, 0.0], [0.2, 0.1, 0.2], [-0.1, 0.0, -0.1], [-0.3, 0.1, 0.0], [-0.3, -0.6, -0.3], [1.1, 1.1, 0.6], [-0.4, 0.3, -0.1], [-0.4, -1.3, -2.7], [0.2, 2.0, 1.5], [-0.1, 0.1, 0.0], [0.0, 0.0, -0.2], [0.1, -0.1, 0.0], [-0.4, -0.1, -0.2], [-0.5, -0.2, 0.0], [0.0, 0.3, 0.1], [0.2, -0.3, 0.1], [-0.6, -0.1, 0.4], [0.7, -0.9, -0.4], [-0.6, 0.2, 0.7], [0.6, -0.3, 0.0], [-0.2, -0.3, 0.1], [-0.1, 0.0, 0.0], [0.3, -0.2, -0.1], [-0.1, 0.1, -0.3], [-0.2, 0.2, -0.2], [-0.1, 0.2, 0.1], [0.1, 0.0, 0.0], [0.1, -0.1, 0.0], [-0.5, 1.3, 0.8], [0.2, -1.1, 0.1], [-0.6, -0.5, -0.5], [-0.3, -0.2, -0.1], [1.2, 0.7, 0.3], [0.2, 0.1, -0.1], [0.0, -0.1, -0.1], [0.1, 0.1, 0.1], [0.0, -0.1, -0.1], [0.0, -0.1, -0.2], [0.0, 0.1, -0.1], [-0.1, -0.1, -0.1], [-0.2, 1.5, 0.1], [1.9, 0.1, -0.6], [-1.0, -1.2, 0.0], [0.0, -0.2, -0.1], [0.0, -0.1, 0.3], [0.0, -0.2, 0.1], [-0.1, 0.0, 0.0], [-0.1, -0.1, 0.0], [-0.2, 0.0, 0.1], [-0.5, -0.2, -0.1], [0.1, 0.1, -0.1], [0.2, 0.1, 0.0], [-0.3, -0.4, -0.3], [-0.9, 0.9, -1.1], [0.2, -0.5, 0.7], [-2.6, -3.3, 0.3], [3.0, 3.4, -0.2], [0.1, -0.2, 0.5], [0.2, 0.3, -0.2], [-0.1, -0.4, 0.2], [0.0, 0.0, 0.1], [0.1, -0.1, -0.1], [0.1, 0.0, 0.0], [0.2, 0.2, 0.0], [-0.3, 0.3, -0.1], [-0.1, 0.4, -0.5], [1.3, -0.3, -1.0], [0.8, -4.5, 4.8], [-1.0, 4.8, -4.5], [0.0, 0.0, 0.1], [0.1, -0.2, 0.2], [0.0, 0.1, 0.2], [0.1, -0.4, 0.2], [-0.2, -0.1, 0.1], [-0.3, 0.0, 0.4], [-0.5, 0.0, 0.2], [0.7, -1.6, -0.2], [-0.3, 1.3, 1.1], [-0.3, -0.1, -0.1], [1.2, 1.2, -0.1], [-1.1, -1.5, 0.0], [0.2, 0.0, 0.0], [0.2, 0.7, -0.4], [0.1, 0.1, -0.1], [-0.2, 0.2, -0.3], [-0.1, -0.2, -0.1], [-0.3, 0.2, 0.0], [0.2, 0.2, -0.2]]
}